Computed, not measured: a 9-piece molecular cluster, C12H41ClN13O12 overall in a non-equilibrium geometry, with ωB97M-V with the def2-TZVPD basis set.

## Properties
Energy relative to the best compared isomer or geometry (same formula, charge and spin) = 101.3 kcal per mole
Charge = -1
E = -69570.424 eV
HOMO-LUMO gap = 0.3323 hartree

The geometry in XYZ format:
```
79
Properties=species:S:1:pos:R:3:forces:R:3:mulliken_charge:R:1
Cl -0.21735 -0.50835 0.20840 -1.060 -1.803 2.940 0.97
O 0.88596 -0.90368 -0.51981 3.093 -0.285 -4.208 -0.50
O -1.45016 -0.41004 -0.49017 -0.448 -0.139 -0.709 -0.49
O -0.25979 -1.54987 1.22005 -1.480 0.186 1.040 -0.64
O 0.07231 0.74910 0.80484 -0.130 1.723 0.990 -0.33
C -3.16364 -5.00604 3.07639 0.158 0.497 1.314 -1.02
C -3.23745 -4.57936 1.61881 0.257 0.092 0.847 -0.15
O -1.95055 -4.51253 0.98145 -0.975 -0.581 0.251 -0.51
H -2.34452 -4.53967 3.62378 0.641 -0.301 -0.370 0.30
H -3.18244 -6.08351 3.24011 0.423 -0.022 -0.233 0.26
H -3.95919 -4.62896 3.71904 -0.769 0.080 -0.530 0.36
H -3.65652 -3.57542 1.55125 -0.481 -0.112 -0.038 0.18
H -3.91364 -5.33131 1.21207 0.283 0.282 -1.050 0.30
H -1.65534 -3.62637 1.20323 0.569 0.228 -0.214 0.25
C 2.98979 -2.15671 -3.62173 -1.070 1.895 -2.156 0.46
O 3.49315 -2.77760 -4.52780 0.652 -1.582 -0.545 -0.71
N 1.91869 -1.38888 -3.77176 -3.232 1.711 -1.435 -0.26
N 3.43293 -1.94738 -2.42281 3.219 -1.997 3.465 -0.21
H 1.57632 -0.83403 -3.00038 -0.144 -0.339 -0.209 0.20
H 1.50613 -1.21444 -4.67701 0.251 -0.229 0.222 0.17
H 3.28789 -1.12021 -1.86168 0.159 -0.286 -0.185 0.37
H 4.20859 -2.57429 -2.26330 0.253 0.589 0.797 0.21
C -5.04861 -0.40191 -2.49446 -1.358 1.250 0.544 0.61
O -4.31449 0.54548 -2.55412 1.297 1.680 -1.188 -0.62
N -6.27442 -0.49241 -2.99356 -2.814 0.469 -2.178 -0.44
N -4.80957 -1.39481 -1.69975 2.442 -3.071 2.767 -0.34
H -6.64045 0.26082 -3.55815 0.116 -0.176 0.258 0.24
H -6.93363 -1.13964 -2.58535 0.179 0.278 -0.300 0.15
H -5.35829 -2.22644 -1.53427 0.292 0.338 -0.287 0.17
H -3.88250 -1.29041 -1.31279 -0.033 -0.669 0.436 0.19
C -2.99815 1.09973 3.32301 1.467 -1.203 1.925 0.60
O -3.74130 1.11468 4.23867 -2.304 0.954 4.737 -0.71
N -1.68180 0.87448 3.38432 2.086 0.061 1.376 -0.26
N -3.43293 1.11609 2.14514 -1.291 0.126 -7.140 -0.20
H -1.27411 1.12852 4.27278 0.317 -0.369 -0.392 0.18
H -1.12865 0.72237 2.55306 0.243 0.335 0.376 0.12
H -4.40549 1.23666 1.90084 0.454 -0.271 0.156 0.16
H -2.72410 0.80065 1.49849 -0.924 0.382 -1.077 0.13
C 4.14914 -2.17811 2.30953 1.168 -0.479 -0.184 0.66
O 4.79356 -1.31055 1.78894 0.853 3.016 -1.760 -0.68
N 2.90137 -2.44421 2.10606 -3.566 -0.126 -0.637 -0.18
N 4.80412 -3.02180 3.06609 1.387 -2.201 2.326 -0.49
H 2.43477 -3.19685 2.59177 -0.097 0.346 -0.372 0.18
H 2.39623 -1.87527 1.44180 -0.346 -0.272 0.155 -0.01
H 4.32326 -3.73042 3.60158 0.593 0.130 0.026 0.14
H 5.77526 -2.77064 3.18401 -0.276 -0.455 0.372 0.26
C 4.53781 1.41157 -0.68038 0.366 0.993 -1.606 0.39
O 4.74645 2.33248 -1.44376 -0.227 1.060 -0.932 -0.77
N 3.45109 0.66973 -0.66955 -2.957 -2.036 0.215 0.29
N 5.47018 0.96795 0.12228 2.844 -0.245 1.597 -0.22
H 3.41714 -0.06247 0.02530 -0.306 0.122 -0.109 -0.21
H 2.64642 0.78818 -1.26835 0.282 0.525 0.390 -0.04
H 5.34426 0.29733 0.86693 0.094 0.022 -0.240 0.28
H 6.32655 1.48156 -0.02917 -0.052 -0.259 0.655 0.18
C 2.99687 2.48785 2.25028 -3.871 -2.794 -0.299 0.63
O 3.94860 3.11441 2.10646 5.815 4.621 -0.318 -0.61
N 3.00933 1.21234 2.57725 1.660 -3.597 1.588 -0.39
N 1.74831 2.81982 2.05137 -3.318 2.642 -0.556 -0.25
H 2.24287 0.60607 2.32217 0.531 -0.146 0.168 0.20
H 3.96612 0.90735 2.68513 -0.430 -0.923 -0.157 0.19
H 1.06503 2.07881 1.98698 -0.156 0.785 -0.182 0.11
H 1.55681 3.76895 1.76401 -0.295 -0.425 -0.168 0.16
C -1.50007 4.16822 -0.35672 1.656 -0.928 -0.384 -0.82
C -1.86412 3.85480 -1.81884 0.148 1.211 -0.196 0.08
C -1.07479 2.71582 -2.53494 0.808 0.150 1.217 0.77
O 0.20747 3.11033 -3.02508 0.717 -0.921 -0.689 -0.47
C 1.06939 1.97487 -3.35363 0.136 0.874 1.226 -0.23
N -3.27890 3.58329 -1.73542 -0.765 0.024 -1.062 -0.72
H -1.16835 3.16964 -0.07229 -0.016 0.028 1.186 -0.18
H -2.30324 4.54139 0.27871 -0.191 -0.267 -0.495 0.43
H -0.64678 4.82923 -0.20491 0.178 -0.009 -0.304 0.30
H -1.73883 4.74501 -2.43522 -0.064 0.213 -0.077 0.44
H -1.62395 2.24576 -3.35077 -0.456 0.038 0.148 0.24
H -0.85587 2.01509 -1.72924 -0.390 -0.745 -0.102 -0.77
H 0.90181 1.38992 -4.25798 -0.573 0.620 -0.451 0.38
H 1.07681 1.21980 -2.56755 -0.583 0.000 0.513 -0.37
H 2.09797 2.33432 -3.32324 -0.081 0.314 -0.417 0.40
H -3.62545 3.69120 -2.67795 -0.538 -0.310 -0.106 0.31
H -3.45694 2.62288 -1.47848 -0.020 -0.318 0.029 0.20
```
Forces are in eV/Å.